The following is a quantum chemistry calculation of a 2-piece molecular cluster, C5H14 overall, from OMol25.

```
19
Properties=species:S:1:pos:R:3:forces:R:3
H -0.102632 0.335798 0.384239 -0.24 0.44 -1.74
H -0.021481 -1.538268 0.488700 0.38 2.08 0.49
C -0.540069 -0.543340 0.800423 0.60 -3.44 -1.14
H 1.989304 0.541251 -1.882720 -0.46 -0.59 -0.37
C 2.132918 2.307015 -0.721581 2.66 -0.12 -0.77
H 1.935743 1.763997 0.195272 -0.29 -0.45 -0.19
H 2.997579 2.946333 -0.465335 -0.50 0.08 -0.10
H -2.707316 -0.157522 0.680331 1.02 -1.60 -0.20
H -1.583623 -3.080076 1.478352 -1.46 1.53 0.47
H 3.592857 1.125219 -1.902603 -0.44 0.46 -0.19
H -0.233683 -0.325397 1.775525 -0.36 -0.46 2.27
H 2.330949 1.885659 -2.964479 0.15 0.16 0.71
C -2.433044 -2.275432 1.486431 2.48 -0.62 -5.31
H 1.339736 2.915996 -1.012328 -1.53 1.10 0.01
H -1.986131 -1.139803 -0.582901 -0.36 -1.07 0.02
C -1.960523 -1.045502 0.498125 -1.39 2.98 2.87
H -3.183703 -2.688729 0.793021 -0.32 -0.33 1.06
H -2.792067 -2.006021 2.431556 -0.34 0.50 1.18
C 2.538130 1.460853 -1.966170 0.41 -0.63 0.91
```
Positions in Å, forces in eV/Å.

Output
- LUMO level: 1.11 eV
- Electronic energy: -5410.456 eV
- Gap between HOMO and LUMO: 12.0 eV
- Structure (SMILES): CCC.CC
- HOMO level: -0.3989 Ha
- ΔE to the lowest compared entry with this formula, charge and spin: 36.7 kcal/mol

The following is a quantum chemistry calculation of C14H21BaIN4O5Se3Te as an isolated structure, from OMol25.

```
50
Properties=species:S:1:pos:R:3:forces:R:3
O -2.961347 2.803822 0.894864 0.03 -0.02 0.04
H -2.035081 -1.607487 3.363771 -0.01 0.00 0.00
C 2.291737 0.537937 2.553451 -0.16 -0.01 0.14
H 1.120077 4.359394 -2.478493 0.00 0.01 0.01
O 0.291457 1.803993 -1.850379 -0.01 0.11 -0.06
C 3.016162 -0.752071 2.927452 0.00 -0.02 -0.08
N 2.040759 -2.172077 1.177703 -0.16 0.12 -0.02
H 0.682904 2.963184 -4.299254 -0.01 0.00 -0.01
C 2.255221 -2.034960 2.607289 0.02 -0.01 0.00
C -3.103448 -3.436925 2.618314 0.12 0.05 -0.15
O -1.865021 -0.452408 -1.920848 0.01 0.10 0.07
H 3.982783 -0.774971 2.410950 0.00 -0.01 0.02
N -2.044698 -3.316574 0.723436 0.02 0.01 0.03
C -0.209921 3.104704 -3.689461 0.02 0.03 -0.02
O -1.137990 1.497092 0.837764 -0.03 0.01 -0.10
C -0.593858 1.796225 -2.993754 0.01 -0.14 0.13
H 0.378376 3.263676 -0.389457 -0.01 0.05 -0.01
C -2.957124 -4.036599 1.384659 -0.05 -0.03 0.00
C -1.671225 2.824249 -1.104627 -0.02 -0.01 -0.04
H 3.227880 -0.731212 4.000716 -0.02 -0.01 0.01
Se 1.997982 -3.885588 -2.674664 0.09 -0.18 -0.07
H 1.641328 -3.068243 0.905131 0.06 -0.05 0.05
H -3.427778 -4.900381 0.948430 0.00 0.00 0.01
C 0.083471 4.020152 -2.473827 -0.01 0.02 -0.03
Se 4.583362 -1.040863 -1.080449 0.00 -0.07 -0.01
H -0.428731 0.881732 -3.557161 -0.02 0.02 -0.02
H 1.247108 0.478353 2.891198 0.03 -0.04 0.01
C -2.214591 -2.349736 2.603349 -0.08 0.03 0.02
H 2.910302 -2.048773 0.656358 0.02 -0.04 -0.01
H -0.568513 4.893232 -2.427749 0.01 0.00 0.02
N -1.574983 -2.296821 1.446779 0.00 0.00 0.02
C -1.978429 2.316991 0.335592 -0.09 0.08 -0.15
H -1.606337 -3.511115 -0.187026 -0.01 -0.01 0.01
H 2.188665 1.789616 0.932752 0.06 0.02 -0.07
C -0.167856 3.058280 -1.307349 0.03 -0.15 0.09
Ba 0.049009 -0.489836 -0.232753 0.24 -0.44 0.04
H 1.281079 -2.000659 3.111217 0.00 -0.03 -0.01
O -3.886905 0.505426 -2.109102 0.01 -0.01 -0.01
H 2.802199 -2.884772 3.043270 0.03 0.01 0.01
C -1.985473 1.908533 -2.356422 -0.02 0.02 0.12
Se 0.444870 -4.368368 -0.994996 -0.06 0.02 0.10
H -2.225234 3.757700 -1.202634 0.01 0.00 0.01
H -2.668435 2.447810 -3.013653 -0.01 -0.02 0.00
Te 2.661669 -1.462390 -2.634072 0.06 0.30 -0.01
C -2.655449 0.530700 -2.093267 -0.10 0.16 0.00
I -4.358657 -4.021586 4.136067 -0.06 -0.03 0.09
N 2.296549 0.801079 1.116069 -0.08 0.11 -0.05
H 2.730754 1.363607 3.130279 0.11 0.00 -0.10
H 3.132806 0.456469 0.640954 0.02 0.03 0.03
H -1.011421 3.480459 -4.326417 0.00 -0.01 0.00
```
Positions in Å, forces in eV/Å.

Output
- LUMO level: 3.34 eV
- Electronic energy: -243190.820 eV
- Gap between HOMO and LUMO: 4.9 eV
- Charge: -2
- HOMO level: -0.0581 Ha
- ΔE to the lowest compared entry with this formula, charge and spin: 0.0 kcal/mol